No. 1
13 unconnected molecules or ions with the total composition C54H81F5N8O8 in a non-equilibrium geometry, computed with ωB97M-V/def2-TZVPD.

CARTESIAN COORDINATES (ANGSTROEM)
F 2.17719 -5.47319 -0.76230
C 2.80556 -5.33015 0.45170
C 2.09386 -4.94231 1.52176
C 2.70702 -4.88800 2.72955
C 4.04552 -5.24034 2.85465
C 4.77095 -5.61311 1.75256
C 4.15947 -5.66127 0.51547
H 1.09107 -4.64177 1.31490
H 2.21155 -4.52371 3.62606
H 4.60876 -5.09670 3.77658
H 5.84738 -5.66919 1.77425
H 4.52899 -5.95605 -0.43212
F 0.12259 -2.17622 3.95650
C 1.27360 -2.32274 4.69779
C 1.14882 -2.92298 5.95905
C 2.28038 -3.11588 6.71467
C 3.50254 -2.68215 6.24575
C 3.58005 -2.13291 4.96940
C 2.44797 -1.99145 4.13386
H 0.17761 -3.23473 6.29983
H 2.15387 -3.41698 7.73214
H 4.47780 -2.67916 6.76831
H 4.50392 -1.81534 4.56977
H 2.53742 -1.62186 3.11288
F 3.36213 3.46754 -3.07225
C 3.17457 2.25219 -3.66606
C 1.88390 1.87334 -4.02098
C 1.81256 0.66480 -4.75200
C 2.94524 -0.06104 -5.08537
C 4.21545 0.30290 -4.58295
C 4.32796 1.51334 -3.88647
H 0.94447 2.47395 -3.86754
H 0.80966 0.41850 -5.11633
H 2.87377 -0.99338 -5.65161
H 4.99882 -0.38312 -4.79161
H 5.24375 1.91668 -3.50978
F -0.70849 -2.07936 -7.35617
C -0.52084 -2.44431 -6.00244
C -1.53252 -2.35055 -5.07764
C -1.26824 -2.60199 -3.74190
C 0.01140 -2.99783 -3.39126
C 1.04523 -3.12683 -4.34921
C 0.77152 -2.83877 -5.66135
H -2.50176 -2.11423 -5.35972
H -2.07778 -2.43690 -2.98719
H 0.26671 -3.25075 -2.37999
H 1.99212 -3.47029 -4.10652
H 1.64219 -2.86390 -6.29687
F 1.11476 2.10431 3.63170
C 0.67192 3.16820 2.89111
C 0.90198 4.43154 3.41495
C 0.45810 5.55247 2.66245
C -0.28219 5.39370 1.52835
C -0.37504 4.09666 0.99992
C 0.05795 2.92528 1.71373
H 1.41622 4.45407 4.34379
H 0.65201 6.57237 2.97076
H -0.54798 6.25459 0.95966
H -0.83722 3.93471 0.01888
H -0.07036 1.97571 1.23342
C -1.34134 5.84309 -4.09027
O -1.73907 5.83498 -5.26202
N -0.08080 5.74858 -3.59755
C 0.21245 5.80781 -2.15651
C 1.06098 5.73411 -4.54907
H -2.03304 5.83108 -3.21619
H -0.70807 5.60478 -1.66876
H 0.58970 6.80376 -1.78525
H 0.89365 5.00836 -1.85409
H 1.21440 4.67768 -4.83557
H 0.78817 6.27557 -5.42860
H 1.86210 6.26955 -4.11070
C -4.80137 1.21374 -3.86206
O -5.49818 0.86053 -2.90013
N -4.45554 2.46757 -4.19499
C -4.93195 3.65123 -3.39062
C -3.48840 2.70571 -5.25605
H -4.34130 0.43147 -4.52667
H -5.27996 4.39490 -4.06705
H -4.16813 4.02321 -2.74376
H -5.76498 3.23092 -2.80734
H -3.30309 1.70269 -5.64445
H -3.89058 3.26661 -6.04150
H -2.51523 3.16756 -4.88812
C 5.71900 -0.48515 1.53167
O 6.42312 0.01314 2.36798
N 5.82677 -0.42441 0.21088
C 4.94420 -1.07929 -0.72376
C 7.14670 0.05945 -0.25977
H 4.75053 -1.02064 1.85674
H 5.36412 -2.02532 -1.20085
H 4.75671 -0.36358 -1.49424
H 4.07099 -1.29843 -0.13748
H 7.08057 0.87184 -1.02740
H 7.69444 0.42027 0.57983
H 7.68939 -0.72666 -0.78692
C -6.35461 -0.98504 2.49284
O -6.95391 -1.72084 3.23718
N -6.49808 -0.84383 1.17522
C -5.68114 0.02656 0.35472
C -7.47277 -1.71960 0.50917
H -5.53588 -0.36827 2.86784
H -6.14152 1.05595 0.40630
H -5.82099 -0.30611 -0.71368
H -4.61647 0.15920 0.61512
H -8.32554 -1.12162 0.04864
H -6.99020 -2.06704 -0.40825
H -7.80443 -2.53702 1.17980
C 3.26186 1.06997 2.09069
O 2.46692 0.34332 1.52097
N 3.94800 2.14604 1.65375
C 5.08432 2.61476 2.49502
C 3.75831 2.74162 0.37765
H 3.50438 0.93439 3.18267
H 5.22018 2.04223 3.37192
H 4.93189 3.61491 2.87448
H 6.03448 2.59524 1.93228
H 3.79228 3.81907 0.57577
H 4.56723 2.36362 -0.24824
H 2.77618 2.42655 -0.00726
C -3.35301 -3.18727 0.34771
O -2.86435 -3.31335 -0.76952
N -4.38460 -3.93004 0.77285
C -4.83510 -4.07036 2.13553
C -5.04151 -4.76090 -0.18760
H -3.10770 -2.39736 1.12184
H -5.87939 -3.95432 2.15064
H -4.33596 -3.33639 2.78891
H -4.57382 -5.06008 2.43984
H -5.98771 -4.33085 -0.52124
H -4.49101 -4.93050 -1.08565
H -5.26763 -5.78509 0.26236
C -0.42157 1.51401 -1.22958
O -0.89305 2.52651 -1.71522
N -1.15628 0.43545 -0.93193
C -0.73716 -0.61770 -0.01513
C -2.53811 0.43510 -1.39066
H 0.66490 1.45327 -1.11885
H 0.29251 -0.40666 0.30292
H -0.69656 -1.53267 -0.60610
H -1.41260 -0.84582 0.83229
H -2.50002 0.37619 -2.47981
H -2.91714 -0.52864 -1.01551
H -3.17507 1.21738 -1.00303
C -2.07426 -0.24693 3.42994
O -2.90440 -0.70203 2.66596
N -2.23682 -0.28316 4.73698
C -1.39022 0.33916 5.74532
C -3.32502 -1.11433 5.28485
H -1.22041 0.31003 3.09386
H -0.92481 -0.52165 6.27696
H -1.92862 0.90228 6.52006
H -0.62592 0.97234 5.30967
H -4.29797 -0.80825 4.94530
H -3.11228 -2.15572 4.98312
H -3.37064 -1.02780 6.36039

Cartesian forces (eV/Å) of the 6 atoms listed first:
0.3432 0.3305 0.6795
1.3820 -1.2056 -1.6541
-1.3949 0.5275 -0.3598
0.8143 0.0696 1.9592
0.3150 0.4949 0.6160
0.6364 0.4361 -1.1560

Atomic partial charges in e from the Mulliken method, atoms 1 to 6: number 1, F, carries -0.328; number 2, C, carries 0.653; number 3, C, carries -0.734; number 4, C, carries -0.141; number 5, C, carries -0.632; number 6, C, carries -0.394

***

No. 2
11 unconnected molecules or ions with the total composition C54H91O23PSi in a non-equilibrium geometry, computed with ωB97M-V/def2-TZVPD.

Computed properties:
Structure (SMILES): CCOCC[Si@@H](CC[C@@H](C)CCC=C(C)C)P(O)O.O=C1CCCO1.O=C1CCCO1.O=C1CCCO1.O=C1CCCO1.O=C1CCCO1.O=C1CCCO1.O=C1CCCO1.O=C1CCCO1.O=C1CCCO1.O=C1CCCO1

CARTESIAN COORDINATES (ANGSTROEM)
C 2.80945 0.78673 0.63291
C 3.75392 1.67095 -0.25847
O 2.91292 2.47613 -1.07840
C 3.34151 3.82642 -1.13201
C 3.09097 4.56484 0.23770
Si 2.41501 6.34085 0.06310
C 0.53204 6.44383 -0.18473
C -0.25611 5.11302 0.12372
C -1.32431 4.73480 -0.98987
C -0.98459 3.25981 -1.43887
C -2.72889 4.83865 -0.30245
C -3.91776 4.75889 -1.32334
C -5.23560 4.82425 -0.45805
C -5.48806 3.68471 0.34911
C -5.92719 2.37686 -0.40029
C -5.31499 3.65781 1.88618
P 2.98311 7.40321 1.96470
O 4.69814 7.32609 1.90738
O 2.53973 6.23224 3.13537
H 1.86731 0.56823 0.07924
H 2.48908 1.32586 1.55053
H 3.30937 -0.16485 0.86748
H 4.43599 2.24627 0.39948
H 4.40593 0.99269 -0.86012
H 2.72894 4.32739 -1.91675
H 4.40648 3.96039 -1.42540
H 2.48653 3.91315 0.90093
H 4.08494 4.66187 0.74741
H 3.09997 7.00681 -1.05220
H 0.24719 6.81940 -1.19157
H 0.16003 7.22031 0.53014
H -0.81009 5.27763 1.07685
H 0.38993 4.23048 0.28887
H -1.24119 5.37244 -1.89163
H 0.12632 3.17798 -1.50941
H -1.29141 2.54323 -0.64890
H -1.38103 3.00792 -2.44122
H -2.78367 5.85768 0.14829
H -2.81093 4.05002 0.46725
H -3.93109 3.74281 -1.78727
H -3.89626 5.57468 -2.06977
H -5.91724 5.69462 -0.49042
H -5.00976 1.95089 -0.87900
H -6.67427 2.65590 -1.15618
H -6.28198 1.62826 0.33136
H -4.30529 3.98924 2.18395
H -6.12047 4.20467 2.41938
H -5.40645 2.58728 2.19262
H 4.94316 6.83685 1.11587
H 2.12232 6.67178 3.87701
O 3.15267 6.78983 -3.09656
C 3.93286 6.54223 -3.97472
C 4.15455 5.19923 -4.62585
C 5.48068 5.40335 -5.34131
C 5.45998 6.88903 -5.63835
O 4.72328 7.47893 -4.55183
H 3.33817 5.00650 -5.32484
H 4.21140 4.40983 -3.88076
H 5.60135 4.78858 -6.23249
H 6.30361 5.17309 -4.66035
H 4.94332 7.11962 -6.57425
H 6.46079 7.31763 -5.67428
O 4.13477 -1.18615 2.76983
C 3.67595 -2.29339 2.70119
C 3.35566 -3.20242 3.85897
C 3.19804 -4.54835 3.17725
C 2.71536 -4.15621 1.79724
O 3.33258 -2.88435 1.53083
H 2.42968 -2.87120 4.32137
H 4.16670 -3.20803 4.58561
H 2.51956 -5.22660 3.69324
H 4.16970 -5.03569 3.10469
H 1.63064 -4.03267 1.75660
H 3.01720 -4.87369 1.03429
O 0.42808 -3.70505 4.38394
C -0.29008 -2.76267 4.57086
C -1.57101 -2.75610 5.36666
C -2.21466 -1.45032 4.92746
C -1.00818 -0.59703 4.59044
O -0.01777 -1.52057 4.10896
H -1.32603 -2.75400 6.43060
H -2.18722 -3.61738 5.11970
H -2.86238 -1.00172 5.67972
H -2.81163 -1.61989 4.02829
H -0.60538 -0.08078 5.46555
H -1.22535 0.13864 3.81772
O 6.29606 -6.60032 4.15204
C 6.87912 -5.63697 3.74365
C 8.18895 -5.09706 4.26107
C 8.22004 -3.69990 3.66161
C 7.41817 -3.87959 2.38879
O 6.44590 -4.89465 2.69587
H 9.00178 -5.72195 3.88579
H 8.19763 -5.07357 5.34820
H 9.22441 -3.31621 3.48645
H 7.70583 -3.00327 4.32801
H 8.03303 -4.22876 1.55505
H 6.90730 -2.96464 2.09101
O 2.66317 -12.19780 3.53148
C 3.26321 -11.23804 3.13967
C 4.57609 -10.72297 3.67550
C 4.63416 -9.32021 3.09232
C 3.84204 -9.47401 1.81031
O 2.85148 -10.47628 2.09615
H 5.38348 -11.35550 3.30087
H 4.57467 -10.71169 4.76274
H 5.64504 -8.95016 2.93212
H 4.12528 -8.62324 3.76096
H 4.45982 -9.82356 0.97837
H 3.34895 -8.54824 1.51689
O -8.07232 5.24260 1.30397
C -8.33677 6.31592 0.84674
C -9.43623 7.23831 1.31367
C -9.54795 8.21628 0.15597
C -8.14071 8.22040 -0.40138
O -7.63695 6.89418 -0.16589
H -9.11835 7.73036 2.23518
H -10.36107 6.68962 1.47470
H -9.89748 9.20635 0.44694
H -10.23937 7.82172 -0.59205
H -7.49109 8.93533 0.11124
H -8.12387 8.43201 -1.46987
O -1.46916 -16.50551 1.74798
C -0.85086 -15.55069 1.37361
C 0.46322 -15.05948 1.92790
C 0.54603 -13.65234 1.36063
C -0.23556 -13.78017 0.06882
O -1.24296 -14.77201 0.33327
H 1.26560 -15.69892 1.55454
H 0.45153 -15.05903 3.01501
H 1.56357 -13.29509 1.21516
H 0.04013 -12.95642 2.03260
H 0.38539 -14.12868 -0.76122
H -0.71288 -12.84377 -0.21777
O -10.35257 7.60403 -3.35651
C -9.53299 7.33872 -4.18783
C -9.29339 5.98340 -4.80508
C -7.92999 6.16145 -5.45362
C -7.91956 7.64280 -5.77405
O -8.70237 8.25810 -4.73817
H -10.07476 5.78789 -5.54206
H -9.28369 5.20583 -4.04487
H -7.77055 5.53087 -6.32766
H -7.14586 5.93357 -4.72751
H -8.38468 7.86352 -6.73847
H -6.91353 8.05968 -5.76541
O -6.96778 -12.50022 -0.68006
C -6.20075 -13.41061 -0.55408
C -6.47392 -14.85976 -0.87619
C -5.33327 -15.56975 -0.16387
C -4.23766 -14.52366 -0.19170
O -4.92299 -13.25965 -0.12805
H -6.42755 -14.99580 -1.95848
H -7.44535 -15.16601 -0.49523
H -5.04033 -16.51115 -0.62719
H -5.61957 -15.77896 0.86952
H -3.65377 -14.55717 -1.11486
H -3.56286 -14.61586 0.65281
O 7.73154 9.72660 -5.86497
C 7.00636 10.66019 -5.67004
C 5.73823 10.64875 -4.85472
C 5.06789 11.94375 -5.28382
C 6.25552 12.81556 -5.63984
O 7.25265 11.90898 -6.13755
H 5.99813 10.65579 -3.79450
H 5.13161 9.77981 -5.09170
H 4.42461 12.38183 -4.52137
H 4.45954 11.76482 -6.17380
H 6.66359 13.33829 -4.77070
H 6.01415 13.54790 -6.40904

Cartesian forces (eV/Å) of the 6 atoms listed first:
0.0239 0.3491 -0.5683
-0.6353 -1.4189 0.9397
1.0354 0.5326 -0.1156
-0.9179 0.9912 0.1837
1.0190 -0.2456 -0.1942
-0.3613 -1.0147 -0.0400

Atomic partial charges in e from the Mulliken method, atoms 1 to 6: number 1, C, carries -0.671; number 2, C, carries -0.380; number 3, O, carries -0.374; number 4, C, carries -0.497; number 5, C, carries -0.426; number 6, Si, carries 0.073

***

Quick rundown of energy, same order as above: -3645.467008, -4473.559502 hartree
Quick rundown of HOMO-LUMO gap, same order as above: 9.209, 6.760 eV